Here is 9 unconnected molecules or ions with the total composition C76H158N8O11 in a non-equilibrium geometry from OMol25. Energies are from ωB97M-V/def2-TZVPD.

Last column: Mulliken charge in e.
Atoms and positions in Å:
1 H 26.1477 -11.2163 -4.1841  0.38
2 C 21.2308 -10.4370 -3.5329  -1.55
3 H 10.0760 -8.7350 -3.2561  0.62
4 H 21.5622 -9.0578 -5.6250  -0.10
5 C 16.6757 -3.6510 -7.4421  2.00
6 N 23.3338 -11.0729 -4.4681  1.21
7 C 19.9529 -1.2955 -2.9641  -0.91
8 C 10.9183 -8.1705 -0.9020  -2.02
9 H 23.1273 -3.9374 -0.7150  -0.22
10 C 18.0393 -6.2025 -1.1019  -0.14
11 C 15.6024 -5.9607 -7.7667  0.96
12 H 16.2025 -11.3843 -5.5435  0.37
13 C 18.3458 -2.8587 4.2324  -0.41
14 C 22.4598 -10.2893 -7.1364  -0.93
15 C 11.7532 -8.9883 -1.8824  2.25
16 H 24.7782 -8.5014 2.8581  0.30
17 H 25.9874 -8.2611 -2.2822  0.76
18 C 15.9839 -2.8682 -2.1350  -1.66
19 H 11.6197 -11.5117 -8.2236  0.45
20 H 26.4143 -10.8639 -5.8872  0.50
21 H 23.5357 -8.9306 -2.1657  -0.40
22 H 15.9859 -6.1309 -3.1666  -0.27
23 C 22.6947 -9.4913 0.0471  -1.48
24 H 13.3219 -7.3310 -1.8965  0.44
25 H 11.5896 -12.1051 -3.0585  -0.03
26 C 25.4247 -8.3442 -1.3524  -1.30
27 C 10.9186 -11.8277 -2.2456  -0.64
28 C 15.8435 -10.8362 -6.4146  -2.23
29 H 12.6230 -7.7056 -3.5056  0.22
30 H 17.5545 -4.6471 5.0161  0.48
31 H 21.2505 -4.2189 1.6356  -0.33
32 C 16.4914 -4.8983 -8.3767  -1.85
33 H 23.6308 -10.0490 0.0769  0.31
34 O 13.6907 -11.9936 -4.6286  -0.46
35 C 24.4602 -12.6369 -6.2589  -1.79
36 H 25.6473 -9.6657 -4.8516  0.07
37 O 23.7171 -11.8969 -3.4311  -0.61
38 C 18.6996 0.9057 -2.9968  -2.04
39 H 15.8759 -0.0358 -1.3572  0.22
40 H 11.9418 -13.6480 -5.4667  0.37
41 H 25.1998 -7.2302 -4.7396  0.08
42 H 23.9546 -12.7868 -7.2129  0.33
43 C 18.5627 -7.6430 -4.1622  -2.43
44 H 16.1271 -4.5720 -9.3508  0.45
45 H 14.3407 -3.4548 -4.5045  0.50
46 H 26.4506 -8.3201 2.3361  0.46
47 H 19.5370 -7.2614 -4.4677  0.47
48 H 17.3804 -4.9120 -5.7975  -0.61
49 H 18.7818 1.0235 -1.9164  0.33
50 H 15.9632 -6.3893 -6.8318  -0.77
51 H 21.3860 -7.4702 -1.8797  -0.48
52 H 21.6097 -6.2797 -0.6947  -0.20
53 H 20.1576 -2.1836 -3.5619  -0.24
54 C 16.5774 -0.7262 -0.8888  -1.57
55 H 22.3801 -11.2510 -7.6431  0.30
56 H 17.9434 -3.0430 3.2363  0.10
57 H 12.5616 -9.1186 0.5054  0.38
58 C 14.2702 -3.9884 -6.5606  1.82
59 H 21.5797 -12.7664 -6.0976  0.32
60 H 20.1897 -10.3693 -3.8488  0.46
61 C 17.5364 -3.9355 -6.2558  -0.48
62 C 18.9540 -0.4160 -5.0976  -2.01
63 H 25.4855 -12.8481 -6.5627  0.46
64 H 13.7156 -8.7376 -2.7027  0.43
65 H 24.9730 -5.7119 2.5422  0.41
66 H 15.8090 -1.9351 -5.8162  0.39
67 C 24.3232 -11.1892 -5.6011  1.33
68 H 12.5375 -12.7676 -8.8740  0.47
69 C 12.8626 -3.3302 -6.7349  -1.96
70 H 24.0800 -11.2901 -2.7817  0.33
71 H 24.8301 -2.0625 -2.8286  0.44
72 H 14.8083 -9.3346 -8.1613  0.20
73 H 22.1226 -5.4219 -2.6729  -0.79
74 H 13.0357 -11.4833 -4.1468  -0.01
75 H 18.2765 -2.4531 -0.2003  0.38
76 H 17.3889 -3.1662 -5.4978  -0.45
77 H 23.1348 -1.8376 -2.4586  0.29
78 C 23.7089 -3.9452 -2.7907  1.58
79 H 10.3632 -7.4723 -1.5285  0.45
80 H 13.4224 -14.5917 -7.4452  0.46
81 H 14.7260 -9.3607 -4.3719  0.51
82 H 22.7913 -7.9444 2.2422  0.09
83 H 10.1529 -10.6488 0.3341  0.35
84 H 18.6111 -3.8932 -6.4327  0.93
85 H 24.0720 -5.3290 -1.1568  0.09
86 C 18.5286 -4.1587 4.9906  -1.70
87 H 11.4853 -11.4538 1.1399  0.38
88 H 18.6358 -3.8857 6.0404  0.52
89 H 22.2753 -3.6771 -4.9491  0.38
90 C 11.6379 -13.0552 -6.3294  -2.05
91 H 18.7878 -6.5794 5.9836  0.40
92 C 21.6375 -7.3616 -0.8247  -1.40
93 C 23.9578 -4.2610 -1.3424  -1.21
94 H 18.2263 -2.9297 -8.9248  0.44
95 C 17.3203 -2.5908 -8.4224  -2.18
96 C 24.8224 -4.0028 -5.8584  -2.07
97 H 10.3633 -12.7314 -1.9947  0.55
98 H 13.4550 -12.4620 0.0660  0.38
99 H 18.1036 -5.4720 -3.8457  0.04
100 H 26.5695 -5.8006 1.9139  0.37
101 H 19.8809 0.1494 -5.1931  0.48
102 H 19.5984 -1.4257 3.3118  0.27
103 C 22.2688 -4.4051 -3.0374  1.21
104 H 13.6078 -12.3836 -1.6598  0.28
105 C 12.8540 -8.0971 -2.5148  -2.21
106 H 13.0925 -9.1839 -7.6348  0.49
107 H 10.2249 -8.7666 -0.3087  0.23
108 H 19.9282 -6.2689 2.6791  -0.34
109 C 14.4212 -4.3644 -5.0996  -1.16
110 H 20.5042 -6.8755 5.4489  0.34
111 C 11.7884 -11.4082 -1.0024  1.41
112 H 18.9499 -1.3652 -5.6336  0.19
113 C 25.3398 -6.3843 -5.4126  -1.92
114 H 22.2262 -9.4663 -7.8118  0.53
115 H 26.9588 -7.3877 -0.0828  0.73
116 O 15.2754 -1.8127 -6.6047  -0.55
117 H 20.8311 -0.6508 -2.9985  0.63
118 O 22.0762 -5.1093 4.1583  -0.46
119 C 19.7128 -2.2249 4.0442  -1.37
120 C 12.9517 -12.4749 -6.8409  1.48
121 H 23.7773 -7.2409 -2.2618  -0.49
122 H 17.9163 -7.9693 -4.9769  0.28
123 N 23.6150 -7.2379 0.7295  -0.09
124 N 15.2597 -3.1365 -7.1719  0.22
125 H 13.5698 -4.9660 -4.7812  0.50
126 H 14.8939 -8.3029 -5.6583  -0.03
127 O 13.1109 -9.6776 -0.0489  -0.47
128 C 23.9154 -8.0872 -1.5889  0.34
129 C 18.7203 -0.5454 -3.5493  1.56
130 H 24.9101 -6.7097 -6.3600  0.54
131 N 12.3889 -10.0797 -1.0970  0.43
132 H 15.7211 -3.3611 -1.1990  0.58
133 C 20.7949 -3.3344 2.0808  -0.95
134 C 21.5391 -10.1022 -5.9362  -0.49
135 H 17.7182 -2.1460 4.7673  0.43
136 H 25.8723 -3.7952 -5.6517  0.49
137 H 22.3212 -1.5065 3.4395  0.39
138 C 25.7158 -10.7333 -5.0606  -1.48
139 H 19.8837 -1.7232 4.9966  0.47
140 H 18.1795 0.1419 -5.6238  0.53
141 H 22.4355 -9.4793 1.1058  0.42
142 C 13.9158 -13.7090 -7.0384  -1.75
143 H 17.4132 -0.2280 -0.3976  0.35
144 H 25.6223 -9.3215 -0.9120  0.49
145 C 25.4239 -8.4194 1.9838  -1.78
146 H 14.3883 -14.0550 -6.1191  0.37
147 N 20.8993 -4.4022 4.4150  0.31
148 H 24.1945 -13.3940 -5.5211  0.34
149 H 10.9255 -12.2772 -6.0550  0.33
150 N 17.3985 -1.2047 -3.2012  1.38
151 H 12.6219 -2.4796 -6.0972  0.38
152 H 21.2342 -2.4880 1.5528  0.58
153 H 11.5491 -7.5680 -0.2484  0.62
154 C 10.8120 -9.5163 -3.0667  -0.92
155 C 13.6750 -10.9703 -8.7646  -1.04
156 C 17.1026 -1.8437 -1.8849  1.10
157 H 25.9294 -5.7223 -2.6502  0.33
158 N 24.6406 -4.8249 -3.5114  0.82
159 H 22.0971 -2.0348 5.1376  0.44
160 H 17.4742 -5.3149 -8.5973  0.47
161 H 9.4566 -11.0668 -3.5648  0.47
162 C 23.9371 -10.1464 -6.7568  -0.46
163 C 22.1429 -2.3571 4.0973  -1.99
164 H 12.5674 -3.1316 -7.7652  0.42
165 H 24.1889 -9.1095 -6.5343  -0.53
166 H 16.6425 -2.3477 -9.2407  0.52
167 H 21.3691 -10.9553 -2.5841  0.43
168 H 18.4486 -5.3065 2.6918  0.16
169 H 21.5407 -3.7222 -2.5996  -0.40
170 H 15.9969 -11.4267 -7.3178  0.34
171 H 18.5382 -3.5286 -1.5984  -1.17
172 C 22.9833 -5.6269 -5.0902  -0.78
173 H 11.3806 -9.7072 -3.9769  0.01
174 C 14.4015 -10.4350 -6.3055  1.87
175 C 19.1286 -5.8880 3.3143  -0.97
176 O 18.7816 -6.3333 -2.1581  0.90
177 H 20.8768 -7.7058 -0.1241  0.97
178 C 24.4629 -5.1969 -4.9417  1.59
179 C 25.5278 -5.9662 1.6390  -1.67
180 H 13.8235 -4.9323 -8.4295  0.54
181 C 12.6292 -11.9217 -8.1926  -1.35
182 H 20.4906 -2.2420 -1.0978  0.03
183 H 24.5827 -10.3053 -7.6205  0.49
184 H 14.5879 -11.4989 -9.0389  0.31
185 H 20.5378 -10.2823 -6.3274  0.27
186 C 22.9760 -8.0261 -0.3505  2.16
187 H 24.7846 -4.2439 -6.9207  0.44
188 H 20.1926 -5.7456 6.6915  0.43
189 N 13.4657 -11.4646 -5.9119  1.19
190 H 15.4489 -6.7597 -8.4921  0.39
191 H 22.6744 -5.7197 -6.1314  0.70
192 H 18.7202 -8.5796 -3.6273  0.64
193 O 22.8254 -7.0757 1.8352  0.55
194 H 23.6571 -2.0668 -4.0418  0.36
195 C 21.8876 -11.0750 -4.7486  1.47
196 C 23.8311 -2.4467 -3.0351  -2.06
197 C 19.6412 -1.6768 -1.4812  -0.69
198 C 9.9428 -10.6940 -2.6633  -0.95
199 H 16.0502 -1.2594 -0.0976  0.50
200 C 10.8502 -11.4828 0.2546  -1.72
201 C 12.8802 -12.5135 -0.8587  -1.68
202 H 17.7849 1.4323 -3.2693  0.37
203 H 12.1930 -4.0717 -6.2992  0.41
204 H 13.3068 -8.6949 -5.2328  0.48
205 H 19.6236 -0.7612 -0.8900  0.71
206 C 19.7640 -6.1433 5.7716  -1.90
207 H 15.3553 -4.8803 -4.8773  -0.37
208 C 19.6583 -5.1446 4.5650  2.00
209 H 23.0575 -2.9468 4.0362  0.34
210 O 16.8132 -6.5674 -1.4438  -0.44
211 H 10.1147 -12.2838 0.1790  0.35
212 C 16.7278 -6.8390 -2.7975  0.57
213 H 19.4775 1.5848 -3.3456  0.47
214 H 21.4692 -13.2898 -4.3714  0.35
215 C 14.2882 -9.1547 -5.3486  -2.00
216 H 24.3241 -3.0459 -5.7030  0.23
217 H 19.7855 -3.3947 1.6739  0.14
218 H 16.3266 -3.7526 -2.6720  -0.04
219 O 18.4512 -5.9515 0.0150  -0.53
220 H 21.4675 -9.3782 -3.4271  -0.04
221 H 16.4313 -7.8639 -3.0207  -0.19
222 H 12.4528 -13.5162 -0.8696  0.39
223 H 11.2873 -13.7192 -7.1195  0.53
224 H 24.7131 -3.5616 -0.9841  0.84
225 H 15.9711 0.0001 -3.2576  0.26
226 H 22.8258 -6.6254 -4.6826  -0.12
227 C 18.0367 -6.4323 -3.3344  1.09
228 H 9.2134 -10.4262 -1.8988  0.40
229 H 20.9922 -4.8186 -4.8067  0.30
230 O 26.0045 -4.8735 -3.0923  -0.63
231 C 25.0520 -7.2624 1.0351  1.56
232 H 25.2255 -9.3532 1.4575  0.30
233 H 25.8108 -6.4064 -0.9572  0.17
234 H 13.5050 -6.0535 -7.1938  0.42
235 H 25.3740 -5.1982 0.8810  0.10
236 C 18.3849 -2.4962 -1.2840  0.39
237 H 15.0504 -2.4393 -2.4995  0.47
238 O 16.2569 -0.7379 -3.8010  -0.55
239 C 22.0239 -4.6397 -4.5037  -1.15
240 H 16.5836 -10.0465 -6.5436  0.47
241 H 26.3698 -6.1447 -5.6768  0.39
242 H 13.3488 -10.5483 -9.7152  0.48
243 H 21.8882 -10.0174 -0.4635  0.30
244 C 14.2258 -5.2879 -7.4809  -1.75
245 H 20.1863 -12.4954 -5.0104  0.43
246 C 21.2735 -12.4922 -5.0880  -1.81
247 H 18.4531 -6.6915 3.6077  0.61
248 C 20.8451 -3.1312 3.6474  1.83
249 H 17.5632 -1.6221 -7.9857  0.25
250 H 21.8800 -5.5706 3.3396  0.25
251 H 14.7958 -13.5405 -7.6592  0.35
252 C 25.8993 -7.2840 -0.3168  -1.45
253 C 13.9576 -9.8430 -7.7072  -0.99

Cartesian forces (eV/Å) of the 3 atoms listed first:
-0.42 -0.37 -0.06
-0.99 0.09 -0.44
0.51 0.56 -0.35

Gap between HOMO and LUMO (Eh): 0.300
E_tot (a.u.): -4255.73789
HOMO level (eV): -7.881
Lowest unoccupied orbital energy (eV): 0.3